This record from the OMol25 dataset describes a structure of composition C3H8Br2Si in a non-equilibrium geometry. The level of theory is ωB97M-V/def2-TZVPD.

Element x y z (Å)
C: -1.6525 1.3421 0.3325
C: 1.4156 0.0117 -0.6444
C: -0.7607 -0.8301 -3.4023
Si: -0.4041 -0.1160 -0.0034
Br: -0.7471 1.1607 -3.1143
Br: -1.5472 -1.4847 -1.6636
H: -2.1152 2.1310 -0.3429
H: -2.5609 0.9517 0.9874
H: -1.1810 2.0182 0.9797
H: 2.0808 0.1354 0.2254
H: 1.6044 -0.9946 -1.1013
H: 1.7015 0.6497 -1.4937
H: -1.5619 -0.9379 -4.0455
H: -0.0089 -1.1735 1.1358

Atoms 1-6, force components in eV/Å:
-2.337 -1.020 0.648
-0.510 -0.558 -0.678
3.057 0.991 0.940
0.901 -0.198 -0.703
-0.116 -0.029 -0.426
-0.354 -0.226 1.448

Calculated values
ΔE to the lowest compared entry with this formula, charge and spin	543.0	kJ/mol
multiplicity	1
highest occupied orbital energy	-7.62	eV
calculated total energy	-151199.768	eV
gap between HOMO and LUMO	8.0	eV
LUMO level	0.350	eV

Löwdin atomic charge list, values in e, 4 entries: -0.2854 -0.2987 -0.8692 0.4571